Computed, not measured: a cluster of 14 separate species, C3H34NO16 in total at a distorted geometry, with ωB97M-V/def2-TZVPD.

Results
- HOMO (eV) = -13.0
- calculated total energy (Eh) = -1392.999057
- molecular weight (Da) = 340.296
- relative energy (zero: lowest compared OMol25 entry of this formula, charge and spin) (kJ/mol) = 260.37

Geometry as ORCA input:
```
! RIJCOSX wB97M-V def2-TZVPD def2/J DEFGRID3
* xyz 1 1
O 2.0305 -0.9091 1.6955
C 2.0529 -0.3889 0.5355
O 2.3744 0.8762 0.2642
C 1.4688 -1.0001 -0.6502
C 1.8573 -2.4392 -1.0772
O 0.9709 -2.6836 -2.2108
N 1.8370 -0.1516 -1.9599
H 2.5475 1.4847 1.0717
H 0.3535 -0.9950 -0.5400
H 1.7846 -3.2452 -0.3259
H 2.8481 -2.7374 -1.5122
H 0.1773 -3.1769 -2.0059
H 2.6218 0.5141 -1.8345
H 2.1408 -0.8259 -2.7747
H 0.9863 0.2774 -2.3743
H -2.1812 1.4999 3.1737
H -0.9757 2.4423 3.3525
O -1.5807 2.1055 2.6906
H 1.8857 4.4892 -0.3198
H 0.4342 3.8830 0.0003
O 1.3938 3.6166 -0.0991
H -1.9187 -3.6821 -0.3365
H -0.8695 -2.7467 -0.0044
O -1.1736 -3.2543 -0.7673
H 4.4032 -1.5070 -0.7660
H 4.9122 -0.1536 -0.4700
O 4.2850 -0.6253 -1.0550
H -0.9664 1.0281 -2.4066
H -1.1204 0.5346 -3.8974
O -0.9144 0.3237 -2.9927
H -2.8009 -2.3190 -2.1889
H -2.2807 -0.8513 -1.5799
O -3.0385 -1.4687 -1.7151
H -2.7883 2.4097 1.2822
H -3.7715 3.4314 0.5020
O -3.5105 2.4391 0.5017
H -3.2234 -1.1457 3.1227
H -2.2700 -1.9934 3.9207
O -2.2463 -1.0826 3.5686
H 0.4650 3.1682 -2.7769
H 1.2385 2.8350 -1.5207
O 1.0914 2.4556 -2.3658
H 0.7105 -0.6955 4.4402
H 1.8237 -0.7580 3.5779
O 1.5616 -1.0861 4.3589
H -0.7498 0.6387 1.6312
H -1.5381 -0.7295 1.5335
O -0.7118 -0.2802 1.1496
H -3.7195 -0.5411 0.6868
H -2.8239 -1.6687 0.0167
O -3.2724 -1.4071 0.8930
H -1.7600 2.6925 -0.3810
H -2.5971 3.0450 -1.6230
O -1.7732 3.4090 -1.1416
*
```

=====

Computed, not measured: a cluster of 16 separate species, C3H37NO15 in total at a distorted geometry, with ωB97M-V/def2-TZVPD.

Results
- HOMO (eV) = -8.3
- calculated total energy (Eh) = -1319.886174
- molecular weight (Da) = 327.321
- relative energy (zero: lowest compared OMol25 entry of this formula, charge and spin) (kJ/mol) = 29.64

Geometry as ORCA input:
```
! RIJCOSX wB97M-V def2-TZVPD def2/J DEFGRID3
* xyz 0 1
C -1.7643 2.0879 -0.6486
C -0.2655 1.9370 -0.6693
C 0.6125 2.7102 -1.3189
N 0.1684 0.6785 -0.2522
H -2.2580 1.2344 -0.1905
H -2.2398 2.1633 -1.6218
H -1.9751 2.9297 0.0140
H 1.6418 2.4230 -1.4725
H 0.3284 3.7124 -1.6187
H -0.4933 0.0826 0.2131
H 1.0971 0.5123 0.0994
H 3.2908 -0.6312 -2.7983
H 1.9227 -0.3678 -2.1243
O 2.8808 -0.1739 -2.0560
H 1.3505 2.4195 1.1802
H 2.7345 3.4168 1.1868
O 2.1480 2.7835 1.5668
H -4.1001 -0.6111 -0.8145
H -2.7922 -0.2540 -1.5367
O -3.1665 -0.8390 -0.8316
H 0.1900 -2.0509 1.8583
H -0.9942 -2.9311 1.5206
O -0.6188 -2.4345 2.2713
H -0.0416 2.7174 -3.4911
H 0.0493 1.1814 -3.3525
O -0.4385 1.8936 -3.7918
H 1.5130 -0.7906 1.8559
H 2.6173 -1.2474 0.7714
O 1.6636 -1.3049 1.0378
H 1.1539 0.5352 3.4475
H 2.4691 1.0928 2.9618
O 2.0816 0.2697 3.2767
H -0.7739 -1.5496 3.9078
H 0.4763 -1.2854 4.7009
O -0.4487 -1.0348 4.6700
H -1.1958 0.7536 2.1751
H -0.6136 1.5655 3.3121
O -0.3668 1.2009 2.4594
H 4.4435 -0.1449 0.6303
H 4.0087 -0.6887 -0.7168
O 4.1568 -0.9652 0.2108
H 0.2700 -1.5861 -2.6566
H -0.0255 -0.3292 -1.8652
O 0.2382 -0.6113 -2.7607
H -1.8307 -1.1629 2.2547
H -2.7600 -0.7271 1.1158
O -2.4051 -0.4016 1.9561
H -2.6653 -0.0398 -3.6885
H -2.2386 1.3733 -3.3897
O -2.6906 0.6137 -2.9843
H -1.9497 -3.9788 -0.3166
H -2.3980 -2.5094 -0.4940
O -1.7309 -3.0698 -0.0689
H -0.1802 -3.0808 -0.8908
H 1.2869 -2.5558 -0.8184
O 0.6273 -2.9301 -1.4148
*
```

=====

Computed, not measured: a cluster of 16 separate species, C3H37O16 in total at a distorted geometry, with ωB97M-V/def2-TZVPD.

Results
- HOMO (eV) = -6.2
- calculated total energy (Eh) = -1340.362679
- molecular weight (Da) = 329.313
- relative energy (zero: lowest compared OMol25 entry of this formula, charge and spin) (kJ/mol) = 295.66

Geometry as ORCA input:
```
! RIJCOSX wB97M-V def2-TZVPD def2/J DEFGRID3
* xyz -1 1
C -0.4600 0.4377 -1.7652
C -0.7367 -0.2461 -0.4606
C -0.3131 -1.6883 -0.4208
O -0.1344 0.4987 0.5488
H -0.4816 -0.2672 -2.6223
H 0.5348 0.7553 -1.9067
H -1.0487 1.2511 -1.9585
H -1.8264 -0.2695 -0.1919
H 0.7045 -1.8506 -0.7540
H -0.5603 -2.3568 -1.2449
H -0.3779 -2.1617 0.5647
O 2.3403 -0.1809 -2.9631
H 3.1326 -0.7398 -3.1357
H 2.0679 -0.2201 -2.0609
O -0.4834 3.3630 2.5795
H -0.2501 3.5807 3.5358
H 0.0938 2.6712 2.2101
O 1.5667 1.7189 2.4359
H 1.0433 1.3045 1.7538
H 2.3842 1.9863 1.9889
O 2.4428 -0.5357 0.4371
H 1.5515 -0.3896 0.1528
H 2.6346 -1.4596 0.2430
O -3.6961 -1.7570 1.1914
H -3.2175 -1.2216 1.8178
H -3.9603 -1.0530 0.5702
O -2.4381 2.9525 -3.6063
H -3.3508 2.8369 -3.4701
H -1.9869 2.6906 -2.7745
O 2.3977 2.0583 -4.2956
H 2.2494 1.1509 -3.9055
H 1.5564 2.4586 -4.0754
O 0.9917 2.8420 -0.0806
H 1.8414 2.7035 -0.5080
H 0.5981 1.9570 -0.1269
O 1.4534 -1.8626 2.8144
H 0.6040 -2.2654 2.8307
H 1.5712 -1.3413 2.0147
O -1.1600 4.5627 -1.4129
H -1.2128 3.8673 -0.7090
H -2.0194 4.5436 -1.7808
O -1.1348 -0.8374 2.6207
H -0.8352 -0.5938 1.6938
H -0.4100 -0.6114 3.2279
O 2.8658 -3.2599 0.0665
H 3.0313 -3.9627 0.7007
H 3.3268 -3.5751 -0.6785
O -1.6852 -3.5688 2.1551
H -1.4995 -2.6847 2.3870
H -2.3197 -3.4137 1.4979
O -2.0550 2.5637 0.2655
H -2.4868 2.3924 1.1556
H -1.4571 1.8365 0.1319
O 0.5353 -4.8985 1.2954
H 0.3457 -5.2731 0.4580
H -0.2677 -4.4377 1.5630
*
```